Arrangement P

This record from the Open Molecules 2025 dataset describes the molecule C4H6O. The level of theory is ωB97M-V/def2-TZVPD.

Calculated values
Gap between HOMO and LUMO (eV): 9.26
Charge: 0

Last columns: bonded neighbours and bond lengths (Å).
Positions of all 11 atoms, in Å:
1 C 0.96958 -0.57597 0.67652  C2 1.503, C5 1.488, H6 1.084, H7 1.086
2 C -0.51486 -0.34337 0.63476  C1 1.503, C5 1.490, H8 1.082, H9 1.089
3 C -0.69316 1.81571 -1.02730  O4 1.305, H10 1.124
4 O 0.39058 1.08884 -1.05178  C3 1.305, C5 1.442
5 C 0.29330 -0.28217 -0.61595  C1 1.488, C2 1.490, O4 1.442, H11 1.090
6 H 1.30593 -1.59258 0.84794  C1 1.084
7 H 1.59617 0.20871 1.08919  C1 1.086
8 H -1.26513 -1.09647 0.83761  C2 1.082
9 H -0.80275 0.65952 0.94795  C2 1.089
10 H -1.54853 1.10652 -0.85701  C3 1.124
11 H 0.29647 -1.01717 -1.42122  C5 1.090

Mulliken atomic charge list, values in e, 4 entries:
1 C -0.589
2 C -0.726
3 C -0.364
4 O -0.186

=====

Arrangement Q

This record from the Open Molecules 2025 dataset describes the molecule C4H6O. The level of theory is ωB97M-V/def2-TZVPD.

Calculated values
Gap between HOMO and LUMO (eV): 10.97
Charge: 0
Structure (SMILES): O=CC1CC1

Last columns: bonded neighbours and bond lengths (Å).
Positions of all 11 atoms, in Å:
1 O -2.45692 0.95770 0.22220  C2 1.205
2 C -1.39117 0.60949 -0.22057  O1 1.205, C3 1.484, H6 1.117
3 C -0.16571 0.29831 0.55723  C2 1.484, C4 1.517, C5 1.508, H7 1.087
4 C 0.46697 -1.03289 0.19925  C3 1.517, C5 1.488, H8 1.086, H9 1.087
5 C 1.08084 0.23153 -0.28845  C3 1.508, C4 1.488, H10 1.084, H11 1.087
6 H -1.23309 0.48458 -1.31947  C2 1.117
7 H -0.13467 0.64295 1.58756  C3 1.087
8 H 0.95103 -1.58943 0.99644  C4 1.086
9 H -0.06874 -1.65501 -0.51288  C4 1.087
10 H 2.02709 0.57426 0.11454  C5 1.084
11 H 0.92436 0.47850 -1.33586  C5 1.087

Mulliken atomic charge list, values in e, 4 entries:
1 O -0.481
2 C -0.126
3 C 0.078
4 C -0.474

=====

The least stable of them is arrangement P.